Entry w
One molecule with the formula C4H8O2, computed with wB97M-V/def2-TZVPD.

Last column: Mulliken charge in e.
Cartesian coordinates (Å):
O (0.55401, -0.76571, 1.30488)  -0.50
O (-2.94621, 1.18747, 0.42934)  -0.48
C (0.15113, -0.50235, -0.03223)  0.40
C (-1.85725, 0.78717, 0.76731)  -0.03
C (1.41644, -0.40157, -0.85390)  -1.38
C (-0.63494, 0.80636, -0.11121)  -0.59
H (1.36786, -1.28215, 1.20715)  0.29
H (1.22209, -0.38573, -1.92843)  0.35
H (-0.50266, -1.31728, -0.38791)  0.20
H (2.06776, -1.24919, -0.58776)  0.42
H (0.01536, 1.63165, 0.21477)  0.34
H (1.93641, 0.51645, -0.55902)  0.36
H (-0.93895, 1.00778, -1.14558)  0.28
H (-1.67970, 0.36076, 1.77416)  0.36

Calculated values
HOMO-LUMO gap = 10.53 eV
SMILES string = C[C@@H](O)CC=O
Charge = 0


Entry x
One molecule with the formula C4H8O2, computed with wB97M-V/def2-TZVPD.

Last column: Mulliken charge in e.
Cartesian coordinates (Å):
O (1.18840, 1.52514, -0.31693)  -0.54
O (-1.51796, 0.71905, -1.16341)  -0.44
C (0.47245, 0.45169, 0.25921)  0.16
C (1.47772, -0.62635, 0.69569)  -1.40
C (-1.89114, -0.34752, -0.29874)  -0.44
C (-0.50291, -0.16422, -0.71627)  0.08
H (-0.20449, 0.98692, 0.99617)  0.34
H (0.50014, 2.19804, -0.26477)  0.35
H (2.03817, -0.98079, -0.18651)  0.34
H (-2.49512, -1.13022, -0.75142)  0.26
H (2.22508, -0.25715, 1.40187)  0.33
H (0.98245, -1.50740, 1.11862)  0.36
H (-2.18316, -0.04324, 0.70825)  0.23
H (-0.08964, -0.82396, -1.48177)  0.37

Calculated values
HOMO-LUMO gap = 11.13 eV
SMILES string = C[C@@H](O)[C@H]1CO1
Charge = 0


Stability summary - winner: entry w; margin: 1.061 eV.